Entry from the Open Molecules 2025 dataset: C5H8O in the gas phase (the ωB97M-V functional and the def2-TZVPD basis).

As for the SMILES: C#C[C@H](O)CC. As for the total energy: -270.474562 Ha. Its energy above the lowest of the compared OMol25 structures with the same formula, charge and spin is 218.79 kJ/mol. As for the orbital gap: 11.0716 eV.

Each line ends with the Mulliken charge.
Geometry (Å):
C -1.21997 -0.40326 -2.20574  -0.077
C -0.68341 0.06545 -1.23316  -0.684
C 0.32366 0.67013 -0.39821  0.326
O 1.49213 0.86074 -1.18562  -0.518
C 0.69574 -0.24332 0.75803  -0.519
C -0.45096 -0.50463 1.72181  -1.084
H -1.75178 -0.83472 -2.98837  0.470
H -0.09112 1.61714 -0.03473  0.196
H 1.31817 1.42879 -1.95470  0.336
H 1.07119 -1.18837 0.34923  0.304
H 1.52211 0.25218 1.26233  0.306
H -0.83379 0.43317 2.13748  0.296
H -0.11443 -1.13540 2.54994  0.335
H -1.27754 -1.01790 1.22171  0.314



Entry from the Open Molecules 2025 dataset: 2 unconnected molecules or ions with the total composition C4H7N3O (the ωB97M-V functional and the def2-TZVPD basis).

As for the total energy: -395.936942 Ha. Its energy above the lowest of the compared OMol25 structures with the same formula, charge and spin is 555.21 kJ/mol. As for the orbital gap: 9.3453 eV.

Each line ends with the Mulliken charge.
Geometry (Å):
C 0.54385 -0.41537 -0.08531  -0.426
C -0.72137 -0.21572 0.65061  -0.100
C -0.77975 1.15688 1.10459  -0.582
C 0.68192 1.69773 0.70141  -0.347
N 0.98797 -2.70373 -2.34910  -0.777
N -1.17333 -1.84195 -2.22131  -0.409
N -0.08228 -2.13367 -2.15746  0.872
O 1.29459 0.61972 -0.06373  -0.202
H -1.59593 -0.55001 0.14915  0.398
H -0.46722 -0.84212 1.52092  0.202
H -1.36780 1.83055 0.53950  0.252
H -0.92731 1.27219 2.18445  0.292
H 0.53112 2.71027 0.09931  0.256
H 1.30443 1.97112 1.60882  0.236
H 1.77112 -2.55589 -1.68184  0.334



Entry from the Open Molecules 2025 dataset: a molecular structure, C7H2Cl16FNO5S (the ωB97M-V functional and the def2-TZVPD basis).

As for the total energy: -8559.774081 Ha. As for the orbital gap: 10.6677 eV.

Each line ends with the Mulliken charge.
Geometry (Å):
N 0.09490 0.00842 4.97704  -0.464
C -0.48921 0.01143 3.91879  0.506
O -1.36437 -0.32207 2.84852  -0.180
C -2.39060 0.68055 2.67001  0.471
O -3.46208 -0.11536 2.04847  -0.181
S -4.34134 -0.70774 3.36618  1.084
O -3.58958 -1.46592 4.43063  -0.512
O -5.59667 -1.47525 3.10073  -0.550
O -4.50555 0.82626 4.09941  -0.283
C -3.14205 1.31529 3.94837  0.267
F -3.36886 2.70051 3.57624  -0.340
H -2.12280 1.58269 2.02253  -0.101
H -2.64258 1.31880 4.97208  0.344
C -2.21275 1.45002 -1.25471  0.384
Cl -1.18500 2.20263 -0.01368  -0.109
Cl -2.02800 -0.31512 -1.18296  -0.086
Cl -3.91000 1.88146 -0.95750  -0.094
Cl -1.72407 2.03309 -2.85945  -0.083
C 3.09991 -0.42188 2.00476  0.306
Cl 3.01310 -0.96958 0.31583  -0.039
Cl 1.47146 -0.45370 2.72406  -0.111
Cl 4.17290 -1.49831 2.92319  -0.102
Cl 3.73728 1.23575 2.05746  -0.118
C 4.31252 0.46221 -3.49311  0.181
Cl 5.35414 1.21087 -2.26404  -0.081
Cl 4.49996 -1.30550 -3.42688  -0.028
Cl 2.61117 0.89547 -3.17676  -0.049
Cl 4.78375 1.05003 -5.10254  -0.054
C 2.18509 -2.36279 -6.45422  0.308
Cl 1.91107 -1.82475 -8.12556  -0.103
Cl 0.93157 -3.53636 -5.99697  -0.100
Cl 3.78424 -3.12850 -6.33461  -0.103
Cl 2.11245 -0.96264 -5.36133  0.020



Entry from the Open Molecules 2025 dataset: a molecular structure, C42H49BN6S3Tl (the ωB97M-V functional and the def2-TZVPD basis).

The net charge is -1. As for the total energy: -3350.324827 Ha. Its energy above the lowest of the compared OMol25 structures with the same formula, charge and spin is 31.58 kJ/mol. As for the orbital gap: 4.8814 eV.

Each line ends with the Mulliken charge.
Geometry (Å):
Tl 1.24567 1.66050 1.64558  0.719
C 5.64162 -1.15360 0.55202  -1.954
C 4.18726 -1.43755 0.36540  0.589
C 3.65764 -2.64150 0.68339  -0.774
C 2.27709 -2.86436 0.49079  -0.165
N 1.49486 -1.91431 0.06699  -0.384
N 1.98126 -0.68966 -0.18321  0.650
B 0.91035 0.46847 -0.24643  -0.674
N 1.13691 1.41297 -1.49285  0.548
N 1.22544 0.65585 -2.59540  -0.264
C 1.52437 1.18039 -3.74387  -0.289
C 1.72898 2.57384 -3.86656  -0.585
C 1.59657 3.36806 -2.77758  0.526
C 1.79511 4.84600 -2.86901  -1.969
C 1.30984 2.76337 -1.49953  0.896
S 1.27477 3.75613 -0.13700  -0.374
C 1.57977 0.20496 -4.91539  2.541
C 2.24149 0.82603 -6.14492  -2.342
C 0.13568 -0.18057 -5.26289  -1.332
C 2.36770 -1.04004 -4.49211  -1.396
N -0.56885 -0.08756 -0.33767  0.125
N -0.74312 -1.12335 -1.19384  0.393
C -1.91549 -1.64762 -1.35243  -0.180
C -3.04442 -1.17625 -0.62819  -0.932
C -2.91571 -0.12175 0.20013  0.158
C -4.06786 0.40065 0.99568  -1.883
C -1.61915 0.51993 0.30293  0.841
S -1.52439 1.94428 1.18374  -0.148
C -2.09033 -2.79413 -2.34126  2.642
C -2.94798 -2.30041 -3.51381  -1.907
C -2.80648 -3.96763 -1.65446  -1.637
C -0.74627 -3.29730 -2.85154  -1.265
C 3.31173 -0.39542 -0.09774  0.801
S 3.90772 1.14949 -0.37525  -0.287
C 1.64641 -4.23804 0.70373  2.480
C 0.15026 -4.09581 0.98808  -1.536
C 2.29490 -4.98303 1.87457  -2.125
C 1.88296 -5.05524 -0.57677  -1.624
H 6.15934 -2.04258 0.91365  0.367
H 6.09037 -0.81947 -0.38398  0.320
H 5.77472 -0.33432 1.25969  0.365
H 4.29493 -3.42028 1.07964  0.191
H 1.98191 3.01220 -4.82251  0.333
H 1.97415 5.14234 -3.90284  0.352
H 0.92420 5.37440 -2.47959  0.358
H 2.63851 5.15111 -2.24780  0.382
H 1.68776 1.69204 -6.51296  0.414
H 3.26869 1.13403 -5.93616  0.450
H 2.26902 0.08852 -6.94952  0.433
H -0.42074 0.68753 -5.62620  0.431
H 0.11591 -0.95145 -6.03789  0.404
H -0.36895 -0.55517 -4.37438  -0.100
H 3.39355 -0.77548 -4.22692  0.405
H 1.90727 -1.50617 -3.62165  0.031
H 2.39482 -1.76248 -5.31217  0.434
H -4.00451 -1.66492 -0.73703  0.311
H -4.94336 -0.23349 0.85124  0.380
H -3.80902 0.44216 2.05556  0.300
H -4.30487 1.42409 0.70365  0.364
H -3.92740 -1.95553 -3.17543  0.332
H -2.46078 -1.47342 -4.03466  0.310
H -3.10456 -3.11183 -4.22879  0.525
H -3.81446 -3.70638 -1.32979  0.379
H -2.89115 -4.80274 -2.35399  0.496
H -2.24518 -4.30907 -0.78308  0.175
H -0.12668 -2.49526 -3.24176  -0.041
H -0.19851 -3.76516 -2.03815  -0.134
H -0.90656 -4.04189 -3.63566  0.601
H -0.01023 -3.59392 1.94425  0.446
H -0.34082 -3.50328 0.21860  -0.098
H -0.31308 -5.08483 1.03462  0.511
H 2.18618 -4.42868 2.80895  0.411
H 1.80361 -5.95086 1.99721  0.473
H 3.35441 -5.17973 1.70829  0.391
H 1.58959 -4.49374 -1.46073  0.200
H 2.94311 -5.30115 -0.67938  0.401
H 1.31802 -5.99050 -0.54766  0.436
C 1.51420 2.38492 3.59321  -1.555
C 0.37471 2.69847 4.02938  0.303
C -0.86081 3.04610 4.51441  -0.190
C -1.70292 1.99791 5.08600  0.342
C -2.77647 2.26249 5.95584  -0.282
C -3.55916 1.24547 6.47950  -0.678
C -3.30679 -0.08465 6.16889  -0.481
C -2.23623 -0.37150 5.32769  -0.692
C -1.45509 0.64077 4.80083  -0.216
C -1.30614 4.42811 4.31506  0.547
C -0.36893 5.46964 4.19475  -0.566
C -0.75791 6.77356 3.94495  -0.607
C -2.10188 7.10341 3.80687  -0.422
C -3.04390 6.08844 3.90999  -0.791
C -2.65739 4.77984 4.15466  -0.265
H -2.98525 3.28516 6.24238  0.581
H -4.37369 1.49839 7.14997  0.350
H -3.92124 -0.87739 6.57777  0.385
H -2.00933 -1.40174 5.07403  0.359
H -0.62724 0.39650 4.14632  0.220
H 0.68256 5.22771 4.29143  0.395
H -0.00013 7.54454 3.85754  0.370
H -2.40588 8.12482 3.61308  0.369
H -4.09734 6.31319 3.78120  0.353
H -3.41328 4.00548 4.18622  0.552



Entry from the Open Molecules 2025 dataset: 2 unconnected molecules or ions with the total composition C6H10N2S3 (the ωB97M-V functional and the def2-TZVPD basis).

As for the total energy: -1538.452591 Ha. Its energy above the lowest of the compared OMol25 structures with the same formula, charge and spin is 558.98 kJ/mol. As for the orbital gap (alpha / beta): 7.1396 / 7.1375 eV.

Each line ends with the Mulliken charge.
Geometry (Å):
C -1.38213 3.20838 -1.57910  -0.382
C -0.31314 -3.92836 3.32110  -0.789
C -0.38598 3.09783 -2.36933  -0.377
C -0.33174 -3.59675 1.98563  -0.015
C 1.10435 3.08023 -1.97346  -0.408
C 0.17368 -2.22525 1.56129  -0.139
N -0.72646 0.16715 0.46442  -0.288
N 1.76928 1.79677 -1.92524  -0.283
S 0.82834 0.61039 -1.41115  0.405
S 1.80381 -1.04132 -1.42394  -0.284
S -1.16012 -1.17328 0.65854  0.186
H -2.35808 2.80729 -1.94615  0.216
H -1.25023 3.58657 -0.61087  0.274
H -0.42240 -4.80028 3.82077  0.349
H -0.13230 -3.09031 4.10059  0.136
H -0.55127 2.47922 -3.30038  0.274
H -0.63930 -4.33494 1.23917  0.305
H 1.06128 3.55967 -0.94597  0.230
H 1.63177 3.56667 -2.69066  0.355
H 0.46424 -1.57880 2.37297  0.340
H 0.81639 -2.19089 0.65179  -0.104



Entry from the Open Molecules 2025 dataset: C18H23ClN2O2 in the gas phase (the ωB97M-V functional and the def2-TZVPD basis).

As for the SMILES: O=C(NC1CCCC1)C1CCN(C(=O)c2ccccc2Cl)CC1. As for the total energy: -1419.936500 Ha. Its energy above the lowest of the compared OMol25 structures with the same formula, charge and spin is 54.54 kJ/mol. As for the orbital gap: 9.6378 eV.

Each line ends with the Mulliken charge.
Geometry (Å):
O -2.42784 -2.41194 0.02953  -0.716
C -1.81130 -1.37726 -0.11430  -0.136
N -2.40149 -0.16644 -0.17693  -0.179
C -3.83166 0.02975 -0.07838  -0.034
C -4.18544 0.98434 1.07685  -0.865
C -4.41504 2.33625 0.40676  -0.579
C -5.13432 1.95095 -0.88247  -0.590
C -4.39630 0.69476 -1.35290  -0.881
C -0.28668 -1.32548 -0.19049  1.454
C 0.27321 -1.32187 1.23651  -0.884
C 1.79076 -1.09922 1.18981  -0.637
N 2.34814 -1.70226 -0.00061  0.197
C 3.34309 -1.17364 -0.73818  0.215
O 3.78051 -1.69322 -1.74685  -0.657
C 3.93348 0.11351 -0.22384  -0.157
C 5.08149 0.09774 0.55692  -0.227
C 5.68093 1.28211 0.94871  -0.723
C 5.14234 2.49586 0.55544  -0.376
C 4.00249 2.53165 -0.22912  -0.616
C 3.40971 1.34107 -0.61326  0.950
Cl 1.98094 1.37670 -1.58863  -0.216
C 1.66756 -2.89874 -0.45021  -1.044
C 0.25792 -2.54653 -0.94291  -0.902
H -1.83712 0.65805 -0.31101  0.336
H -4.24687 -0.96759 0.08175  0.508
H -3.39780 1.00793 1.82900  0.353
H -5.10526 0.65125 1.55721  0.289
H -4.99763 3.01608 1.02618  0.369
H -3.46108 2.81411 0.17602  0.257
H -6.17546 1.71296 -0.66117  0.289
H -5.11581 2.74365 -1.62865  0.356
H -3.56871 0.96656 -2.01021  0.301
H -5.04831 0.02013 -1.90358  0.300
H 0.02687 -0.40473 -0.69124  -0.312
H 0.03170 -2.27637 1.70542  0.333
H -0.18903 -0.53221 1.83115  0.381
H 2.01001 -0.02953 1.18403  0.474
H 2.26122 -1.53500 2.08208  0.159
H 5.50251 -0.85274 0.84806  0.468
H 6.57213 1.25757 1.55680  0.398
H 5.61061 3.42089 0.85522  0.381
H 3.57617 3.47108 -0.54472  0.439
H 2.26290 -3.33657 -1.25218  0.484
H 1.62461 -3.60325 0.38546  0.345
H -0.41520 -3.38893 -0.77548  0.368
H 0.27703 -2.33146 -2.01158  0.326